14
Properties=species:S:1:pos:R:3:forces:R:3:lowdin_charge:R:1 method="wB97M-V/def2-TZVPD" homo_energy_ev=-10.17 largest_force_ev_per_a=3.65 multiplicity=1 smiles="CNP=O.CO" e_above_lowest_kcal_mol=56.51 gap_ev=10.3
C -0.843584 -1.930271 0.868121 2.51 -0.23 0.35 -0.2002
C 1.643022 1.633158 -0.817982 -2.69 1.61 1.88 -0.1662
N -1.157367 -0.577064 0.389799 -1.82 -0.16 -1.33 -0.3208
O -2.619428 1.365876 -0.916515 0.64 0.49 0.40 -0.5090
O 1.926885 0.841558 0.306922 0.20 -0.79 0.57 -0.1384
P -2.454400 -0.070032 -0.707549 1.03 -2.10 1.11 0.7900
H -0.615168 -1.964128 1.980892 -0.57 0.41 -1.21 0.0895
H -1.663024 -2.601511 0.698641 -0.23 -0.43 -0.36 0.0433
H 0.173763 -2.336836 0.407526 -2.24 0.65 0.53 0.1043
H 0.458649 1.818254 -0.831519 2.65 0.19 -0.39 0.1135
H 1.973234 1.221672 -1.699062 0.41 -1.45 -2.26 0.0362
H 2.276952 2.527393 -0.727444 -0.83 0.13 0.27 0.0856
H -0.584841 0.086107 0.831426 0.71 1.42 0.56 0.0229
H 1.485308 -0.014172 0.216738 0.23 0.26 -0.12 0.0494